{
  "formula": "C4H16N2O2S",
  "method": "wB97M-V/def2-TZVPD",
  "charge": 0,
  "smiles": "NC[C@H](N)CCS.O.O",
  "orbital_gap_ev": 9.47,
  "e_above_lowest_kcal_mol": 0.0,
  "total_energy_ha": -820.1728,
  "largest_force_ev_per_a": 3.05,
  "species": ["N", "C", "C", "C", "S", "C", "N", "H", "H", "H", "H", "H", "H", "H", "H", "H", "H", "H", "H", "H", "H", "O", "H", "H", "O"],
  "xyz": [[-1.25, -0.46, -1.28], [-0.33, -0.60, -0.12], [0.86, -1.49, -0.49], [2.13, -1.10, 0.28], [3.02, 0.35, -0.39], [-1.07, -1.12, 1.15], [-1.85, -0.10, 1.83], [-1.25, -1.24, -1.84], [-2.18, -0.25, -0.96], [0.05, 0.42, 0.14], [1.03, -1.42, -1.64], [0.60, -2.56, -0.31], [2.81, -1.95, 0.24], [1.92, -0.93, 1.33], [1.97, 1.03, -0.94], [-0.32, -1.46, 1.92], [-1.68, -2.00, 0.94], [-2.75, 0.06, 1.36], [-1.35, 0.74, 1.88], [-0.15, 2.44, 0.05], [0.59, 2.79, 1.35], [-0.26, 2.53, 1.04], [-0.30, 2.82, -2.18], [-0.37, 1.35, -1.75], [0.14, 2.14, -1.60]],
  "lowdin_charge": [0.0555, -0.4026, -0.2459, -0.5518, 0.6943, -0.2422, 0.0093, 0.0421, 0.0666, 0.0877, 0.1368, 0.1212, 0.0634, 0.0576, -0.1654, 0.1182, 0.1115, 0.0749, 0.0078, -0.0011, 0.0234, -0.0828, 0.1047, -0.0022, -0.0808]
}